Entry 1:
This record from OMol25 describes a 2-piece molecular cluster, C6H12O overall at a distorted geometry. The level of theory is the ωB97M-V functional and the def2-TZVPD basis.

Computed properties:
- charge = 0
- F_max (eV Å⁻¹) = 2.57
- ΔE to the lowest compared entry with this formula, charge and spin (kJ/mol) = 324.4
- LUMO level (eV) = 0.92
- SMILES string = C=C(C)O.C=CC

Positions of all 19 atoms, in Å:
C -0.07 -2.17 0.34
C 0.62 -1.04 0.28
C 1.62 -0.87 -0.85
O 0.75 -0.41 1.49
H 0.01 -2.83 -0.51
H -0.19 -2.59 1.33
H 1.93 0.14 -1.11
H 1.49 -1.42 -1.79
H 2.48 -1.34 -0.38
H 1.22 0.43 1.44
C 0.14 1.91 -0.18
C -0.94 1.47 0.45
C -2.08 0.75 -0.17
H 0.87 2.51 0.32
H 0.24 1.75 -1.25
H -1.21 1.80 1.45
H -2.50 1.80 -0.25
H -1.99 0.32 -1.18
H -2.49 -0.05 0.51

***

Entry 2:
This record from OMol25 describes a single C6H12O molecule. The level of theory is the ωB97M-V functional and the def2-TZVPD basis.

Computed properties:
- charge = 0
- F_max (eV Å⁻¹) = 0.33
- ΔE to the lowest compared entry with this formula, charge and spin (kJ/mol) = 116.7
- LUMO level (eV) = 0.93
- SMILES string = CCC[C@H]1C[C@H]1O

Positions of all 19 atoms, in Å:
C 1.36 -2.23 1.00
C 0.70 -0.86 1.17
C 0.51 -0.14 -0.16
C -0.25 1.17 -0.04
C -0.45 2.05 -1.25
C -1.62 1.33 -0.67
O -2.13 0.30 -1.45
H 0.71 -2.90 0.42
H 2.31 -2.14 0.45
H 1.56 -2.71 1.96
H 1.32 -0.23 1.83
H -0.26 -0.97 1.68
H -0.02 -0.79 -0.86
H 1.50 0.05 -0.60
H -0.12 1.69 0.91
H -0.07 1.65 -2.19
H -0.38 3.12 -1.15
H -2.36 1.92 -0.13
H -2.50 -0.37 -0.86

***

Entry 3:
This record from OMol25 describes a single C6H12O molecule. The level of theory is the ωB97M-V functional and the def2-TZVPD basis.

Computed properties:
- charge = 0
- F_max (eV Å⁻¹) = 0.27
- ΔE to the lowest compared entry with this formula, charge and spin (kJ/mol) = 362.0
- LUMO level (eV) = 0.75

Positions of all 19 atoms, in Å:
C -2.33 0.00 0.95
C -1.07 0.65 0.35
O -1.10 2.06 0.52
C 0.04 0.03 1.13
C 0.64 -1.12 0.45
C 1.68 -0.16 -0.22
C 1.63 -0.17 -1.74
H -2.41 -1.07 0.69
H -3.20 0.52 0.54
H -2.34 0.10 2.04
H -1.06 0.47 -0.73
H -0.68 2.21 1.38
H 1.50 0.88 0.13
H 0.05 -1.64 -0.33
H 1.13 -1.85 1.10
H 2.67 -0.40 0.16
H 0.62 0.04 -2.11
H 1.93 -1.14 -2.14
H 2.30 0.59 -2.15

***

Question: Look up the ΔE to the lowest compared entry with this formula, charge and spin of the third one.
Answer: 362.0 kJ/mol